# 1
{
  "formula": "C10H14GaO5",
  "method": "ωB97M-V/def2-TZVPD",
  "homo_energy_ev": [-20.044, -20.045],
  "lumo_ev": [-15.7, -15.7],
  "e_above_lowest_kcal_mol": 88.6,
  "charge": 3,
  "gap_ev": [4.32, 4.33],
  "elements": ["Ga", "C", "O", "C", "O", "C", "O", "C", "O", "C", "H", "H", "C", "H", "H", "C", "C", "O", "C", "C", "H", "H", "H", "H", "H", "H", "H", "H", "H", "H"],
  "xyz": [[0.02596, 0.09196, -1.67835], [0.37847, -0.40697, 1.88009], [0.61790, -0.65585, 2.95948], [2.09072, -1.54432, -0.41209], [2.97364, -2.18251, -0.80046], [1.12014, 1.52245, -0.80775], [1.87553, 2.37098, -0.37588], [-1.12048, -1.43309, -1.01878], [-1.72865, -2.42456, -0.69279], [-0.95655, 0.93329, -4.19176], [-2.00416, 0.53914, -4.26508], [-0.87176, 2.05051, -4.16531], [0.10942, 0.14990, -4.46220], [1.10197, 0.59065, -4.67109], [-0.02621, -0.90518, -4.76872], [-3.24526, 0.03775, 1.97762], [-3.07161, 0.77851, 0.65403], [-1.76118, 1.28901, 0.55849], [-1.64970, 2.67350, 0.76215], [-1.07714, 2.94485, 2.15228], [-2.64612, -0.88427, 2.09479], [-4.25390, -0.36137, 2.15258], [-3.03675, 0.65948, 2.86142], [-3.18321, 0.09592, -0.19330], [-3.82599, 1.57777, 0.58074], [-0.97189, 3.03276, -0.01235], [-2.62061, 3.18152, 0.66430], [-1.67544, 2.51095, 2.96836], [-0.03385, 2.60933, 2.31886], [-0.98087, 4.00916, 2.41545]]
}

---

# 2
{
  "formula": "C23H21N3O6S",
  "method": "ωB97M-V/def2-TZVPD",
  "smiles": "COc1ccccc1CNS(=O)(=O)c1cc(CN2C(=O)c3cccnc3C2=O)ccc1OC",
  "homo_energy_ev": -8.495,
  "lumo_ev": -0.6,
  "e_above_lowest_kcal_mol": 28.6,
  "charge": 0,
  "gap_ev": 7.88,
  "elements": ["C", "O", "C", "C", "C", "C", "C", "C", "C", "N", "S", "O", "O", "C", "C", "C", "C", "N", "C", "O", "C", "C", "C", "C", "N", "C", "C", "O", "C", "C", "C", "O", "C", "H", "H", "H", "H", "H", "H", "H", "H", "H", "H", "H", "H", "H", "H", "H", "H", "H", "H", "H", "H", "H"],
  "xyz": [[-2.00862, 0.93896, 2.99053], [-2.68194, 0.52500, 1.82648], [-2.73546, 1.38704, 0.76168], [-2.07558, 2.60865, 0.72067], [-2.18589, 3.42168, -0.39497], [-2.96530, 3.03753, -1.46917], [-3.62693, 1.82303, -1.43042], [-3.51097, 0.98453, -0.33473], [-4.20669, -0.34821, -0.32821], [-3.83295, -1.14268, -1.48966], [-2.27206, -1.11781, -2.07678], [-2.08124, -2.40148, -2.68727], [-2.08954, 0.03709, -2.90172], [-1.16893, -0.95429, -0.67176], [-0.25228, 0.07168, -0.65714], [0.62842, 0.20220, 0.40835], [1.64456, 1.31453, 0.44044], [2.95482, 0.82829, 0.04504], [3.42321, 0.88993, -1.26183], [2.83824, 1.39070, -2.18393], [4.76116, 0.24964, -1.22212], [5.70850, 0.01565, -2.19992], [6.87711, -0.61714, -1.78671], [7.03065, -0.97023, -0.45090], [6.12242, -0.74460, 0.49018], [5.01877, -0.14826, 0.09455], [3.83810, 0.22566, 0.92950], [3.63771, 0.08086, 2.10567], [0.58111, -0.73798, 1.43125], [-0.33653, -1.77334, 1.41524], [-1.23918, -1.88778, 0.35973], [-2.20599, -2.82756, 0.25146], [-2.27312, -3.84408, 1.22809], [-0.93876, 1.07857, 2.80986], [-2.43847, 1.86084, 3.39452], [-2.14629, 0.13362, 3.71068], [-1.46614, 2.93298, 1.54922], [-1.65932, 4.36452, -0.41300], [-3.05437, 3.67472, -2.33445], [-4.22971, 1.50255, -2.26413], [-3.96994, -0.87001, 0.60576], [-5.29271, -0.19769, -0.37537], [-4.11157, -2.10828, -1.40423], [-0.25412, 0.76246, -1.48574], [1.36401, 2.10372, -0.26009], [1.74329, 1.71847, 1.45213], [5.54440, 0.30939, -3.22548], [7.66196, -0.83423, -2.49400], [7.93078, -1.46191, -0.10825], [1.27475, -0.66052, 2.25613], [-0.34651, -2.47732, 2.23175], [-3.07929, -4.50283, 0.91015], [-1.34096, -4.41340, 1.27756], [-2.50658, -3.43282, 2.21539]]
}

---

# 3
{
  "formula": "C2H11N2O3",
  "method": "ωB97M-V/def2-TZVPD",
  "homo_energy_ev": -14.032,
  "lumo_ev": -3.1,
  "e_above_lowest_kcal_mol": 31.4,
  "charge": 1,
  "gap_ev": 10.93,
  "elements": ["N", "C", "C", "N", "O", "H", "H", "H", "H", "H", "H", "H", "H", "H", "O", "H", "H", "O"],
  "xyz": [[0.10459, -0.45669, -1.69055], [-0.19278, -0.21566, -0.22519], [-1.72796, -0.38322, -0.00354], [-2.30515, -0.27643, 1.19842], [-2.36226, -0.51691, -1.02793], [1.03529, -0.78850, -1.70386], [-0.39233, -1.18004, -2.22564], [0.11618, 0.38829, -2.07740], [0.26967, 0.72057, 0.12764], [0.25252, -0.97682, 0.25136], [-1.78530, -0.01790, 2.08872], [-3.32250, 0.13576, 1.11957], [3.46273, -1.17438, -0.88775], [3.54642, -0.21866, -1.98378], [2.92616, -0.51955, -1.31619], [0.93067, 1.79356, 2.92930], [-0.58892, 2.22909, 2.81482], [0.03297, 1.45750, 2.61201]]
}

---

# 4
{
  "formula": "C4H3BrF2N2",
  "method": "ωB97M-V/def2-TZVPD",
  "homo_energy_ev": -8.806,
  "lumo_ev": -0.2,
  "e_above_lowest_kcal_mol": 30.4,
  "charge": 0,
  "gap_ev": 8.60,
  "elements": ["C", "C", "C", "C", "N", "N", "F", "F", "Br", "H", "H", "H"],
  "xyz": [[0.98668, 0.07312, -0.12547], [-0.08461, -0.75677, -0.26000], [-0.69533, 1.15759, 0.64583], [-2.95374, -0.74180, 0.21849], [0.58524, 1.24895, 0.43972], [-1.13240, -0.04372, 0.24009], [-3.13596, -1.27792, 1.40447], [-2.93666, -1.66113, -0.71475], [-4.09302, 0.71390, -0.13547], [2.00964, -0.09044, -0.39290], [-0.20166, -1.74533, -0.65214], [-1.31512, 1.91756, 1.07473]]
}

---

# 5
{
  "formula": "C6H12O",
  "method": "ωB97M-V/def2-TZVPD",
  "smiles": "C=CCCC=O.C",
  "homo_energy_ev": -8.332,
  "lumo_ev": 0.9,
  "e_above_lowest_kcal_mol": 81.5,
  "charge": 0,
  "gap_ev": 9.23,
  "elements": ["C", "C", "C", "C", "C", "O", "H", "H", "H", "H", "H", "H", "H", "H", "C", "H", "H", "H", "H"],
  "xyz": [[-1.64477, 0.18966, -0.06774], [-1.04914, -0.92731, 0.33869], [-0.14354, -1.70674, -0.59831], [1.23327, -1.02352, -0.79756], [1.41059, -0.14194, 0.41524], [0.78549, -0.46176, 1.41073], [-2.39215, 0.69282, 0.53184], [-1.51035, 0.55829, -1.08134], [-1.34264, -1.37870, 1.27828], [0.00436, -2.71648, -0.20758], [-0.67150, -1.79272, -1.55087], [1.37279, -0.55787, -1.78254], [2.04076, -1.76240, -0.68641], [2.22649, 0.59029, 0.50483], [-0.11163, 2.08844, 0.44590], [0.00790, 1.88744, 1.51345], [0.55265, 2.85008, 0.06773], [-1.14722, 2.44192, 0.29118], [0.37863, 1.17050, -0.02554]]
}

---

# 6
{
  "formula": "C17H14N7NiSSe",
  "method": "ωB97M-V/def2-TZVPD",
  "multiplicity": 3,
  "homo_energy_ev": [-5.001, -5.027],
  "lumo_ev": [2.1, 2.1],
  "s_squared": 2.006,
  "charge": -1,
  "gap_ev": [7.14, 7.17],
  "elements": ["Ni", "C", "C", "C", "N", "N", "C", "N", "S", "H", "H", "H", "H", "H", "H", "H", "N", "C", "N", "C", "N", "C", "C", "C", "C", "C", "C", "C", "C", "C", "C", "H", "H", "H", "H", "H", "H", "H", "Se", "C", "N"],
  "xyz": [[-0.04047, 0.34270, 0.10654], [1.16258, -3.22314, 4.80166], [-0.19959, -2.54354, 4.67014], [-0.10784, -1.25792, 3.91232], [-0.23144, -1.17428, 2.64178], [-0.03486, 0.10180, 2.16597], [0.24428, 0.96490, 3.10315], [0.49474, 2.26365, 2.86773], [0.27133, 0.26267, 4.67867], [1.07279, -4.16181, 5.34866], [1.87349, -2.58738, 5.33105], [1.57614, -3.43512, 3.81667], [-0.63255, -2.35820, 5.65563], [-0.89691, -3.17894, 4.12325], [0.33376, 2.63116, 1.93810], [0.63319, 2.90800, 3.62158], [5.32487, -1.49029, 2.31237], [4.78744, -0.93606, 1.44810], [4.28039, -0.26905, 0.43524], [3.03536, -0.14727, 0.19890], [1.92569, 0.02863, -0.12551], [1.79094, 5.74770, -0.43098], [2.37658, 4.46222, -0.42144], [1.58896, 3.34882, -0.33761], [0.16955, 3.43380, -0.24906], [-0.64402, 2.25186, -0.13004], [-2.00458, 2.46374, -0.06865], [-2.59170, 3.75092, -0.10522], [-1.81343, 4.86632, -0.19407], [-0.40527, 4.73358, -0.26735], [0.43424, 5.87335, -0.35860], [2.41808, 6.62806, -0.49936], [3.45206, 4.35721, -0.48911], [2.03775, 2.36470, -0.33893], [-2.67188, 1.61335, 0.01681], [-3.67043, 3.84490, -0.05572], [-2.25156, 5.85803, -0.21264], [-0.02734, 6.85487, -0.37143], [-4.39349, -1.80388, 0.15032], [-2.73488, -1.16648, -0.10358], [-1.65964, -0.75333, -0.27078]]
}